{"formula": "C31H51CuN10OPS", "method": "ωB97M-V/def2-TZVPD", "lumo_energy_ha": [-0.17375, -0.23428], "total_charge": 2, "homo_energy_ev": [-13.49, -13.49], "spin_multiplicity": 2, "relative_energy_kcal_mol": 33.6, "s2": 0.754, "elements": ["Cu", "S", "C", "C", "C", "N", "C", "C", "C", "C", "C", "N", "C", "C", "H", "H", "H", "H", "H", "H", "H", "H", "C", "N", "C", "C", "C", "C", "C", "C", "C", "C", "H", "H", "H", "H", "H", "H", "H", "H", "H", "H", "H", "H", "H", "C", "N", "C", "P", "O", "N", "C", "C", "N", "C", "C", "H", "H", "H", "H", "H", "H", "H", "H", "H", "H", "H", "H", "H", "H", "H", "H", "H", "H", "C", "N", "C", "N", "C", "N", "C", "N", "C", "C", "H", "H", "H", "H", "H", "H", "H", "H", "H", "H", "H", "H"], "positions_angstrom": [[-0.541234, -0.064583, -0.663028], [5.609063, 2.452705, -0.399897], [3.936644, 1.870328, -0.374902], [3.182940, 1.704423, 0.793223], [1.993330, 1.005634, 0.682860], [1.448331, 0.568420, -0.467686], [2.146673, 0.749496, -1.612511], [3.373185, 1.445579, -1.599810], [6.104817, 2.526544, 1.340282], [6.376804, 3.687928, 1.996336], [7.057032, 3.779678, 3.199480], [7.397220, 2.673231, 3.873171], [7.126255, 1.493336, 3.305369], [6.375598, 1.421625, 2.102040], [3.615151, 2.060014, 1.743500], [1.367396, 0.687967, 1.538711], [1.812301, 0.201148, -2.476641], [4.029197, 1.575406, -2.453090], [6.000796, 4.649888, 1.542850], [7.176936, 4.758577, 3.742660], [7.323925, 0.613445, 3.936202], [6.042881, 0.462253, 1.749255], [-0.756983, -2.324588, -4.208863], [-1.417635, -1.138450, -4.705961], [-0.435452, -0.379236, -5.665655], [-1.911937, -0.229387, -3.621428], [-2.660501, -0.959337, -2.492750], [-3.844066, -1.544183, -2.864211], [-4.777828, -2.059596, -1.916709], [-4.297156, -2.090078, -0.572481], [-3.054189, -1.614174, -0.273955], [-2.182752, -1.015519, -1.206248], [-0.213898, -2.863473, -4.990393], [-1.503945, -3.097678, -3.895759], [-0.033715, -2.032240, -3.399358], [-2.314038, -1.321564, -5.221115], [0.452010, -0.173765, -5.137447], [-1.009950, 0.554360, -5.785936], [-0.273565, -0.855614, -6.619394], [-2.536573, 0.492468, -4.164896], [-1.031655, 0.314383, -3.179871], [-4.180379, -1.470120, -3.925710], [-5.797698, -2.338862, -2.243119], [-5.045890, -2.409523, 0.164345], [-2.690912, -1.511211, 0.746433], [0.465976, -4.885954, 1.726279], [-0.043518, -3.700510, 1.149395], [-0.463493, -3.834571, -0.240951], [-0.235422, -2.299597, 2.044941], [-0.330936, -1.090516, 1.178285], [-1.669070, -2.409012, 2.952894], [-2.494265, -3.638394, 2.886237], [-2.299646, -1.184640, 3.461623], [1.027464, -2.287301, 3.044690], [2.345890, -2.070846, 2.490489], [0.923276, -2.127418, 4.508535], [-0.205277, -5.744282, 1.735183], [0.680885, -4.717050, 2.787519], [1.451430, -5.182288, 1.357162], [-1.318933, -4.611296, -0.341991], [0.302341, -4.058681, -1.050457], [-0.776023, -2.860297, -0.610277], [-1.908826, -4.504075, 3.135725], [-2.942403, -3.721543, 1.862596], [-3.276414, -3.621052, 3.599034], [-2.313945, -0.371519, 2.716027], [-1.842357, -0.617500, 4.286168], [-3.390810, -1.303539, 3.672719], [2.203979, -1.766850, 1.510073], [2.994491, -2.881514, 2.552115], [2.800802, -1.217175, 3.117050], [-0.144410, -2.285017, 4.793649], [1.229874, -1.096071, 4.709913], [1.623232, -2.877735, 4.971135], [-1.056923, 2.640218, 0.590534], [-1.322868, 1.866634, -0.659791], [-2.790984, 1.950150, -0.877266], [-3.261160, 3.292702, -0.998686], [-2.926926, 3.920158, 0.308102], [-1.470079, 4.034705, 0.556910], [-0.904604, 4.743861, -0.587737], [-1.130485, 4.033714, -1.869505], [-0.664395, 2.683337, -1.773012], [-2.561653, 3.984496, -2.120159], [-0.021426, 2.592323, 0.773106], [-1.534469, 2.087140, 1.384479], [-3.253671, 1.382282, -0.146878], [-2.968331, 1.453071, -1.808882], [-3.514117, 3.382288, 1.035698], [-3.342726, 4.973821, 0.306688], [0.144432, 4.747596, -0.411866], [-1.324162, 5.753976, -0.548269], [0.360082, 2.667032, -1.473812], [-0.714978, 2.052547, -2.668017], [-2.623672, 3.474206, -3.134280], [-2.947296, 4.994364, -2.200967]], "forces_ev_per_a": [[0.0, -0.4, 1.3], [-0.6, 0.1, 0.7], [-0.2, -0.1, 0.0], [0.4, -0.1, 0.0], [-1.1, -0.3, 0.7], [0.4, -0.2, -0.9], [1.8, 0.9, 1.2], [-0.2, -0.6, 0.4], [-0.2, -0.5, 0.3], [-0.5, 4.1, -1.3], [-0.7, -0.3, 1.2], [0.7, 0.0, -0.4], [-1.7, 0.8, 0.0], [1.1, -1.9, 0.5], [-0.6, -0.5, -0.4], [0.6, 0.6, -0.2], [-0.3, 0.3, -0.4], [-0.5, -0.3, -0.4], [0.8, -1.0, 0.4], [0.1, -1.1, -0.9], [0.0, 0.3, -0.7], [0.3, -0.5, -0.1], [0.2, -2.4, 0.9], [0.2, 0.8, -1.8], [-3.2, 0.9, 0.7], [0.6, 0.6, 1.2], [1.0, 0.3, -1.7], [-3.0, -0.5, -0.3], [1.9, 0.6, -0.3], [-2.4, -0.3, -1.4], [1.5, 1.1, 0.8], [-0.1, 0.2, 0.2], [0.1, 0.6, -0.2], [0.6, 1.0, 0.4], [-0.9, -0.4, -0.7], [1.3, -0.5, 0.2], [1.1, 0.0, 0.7], [0.7, -0.1, -0.5], [-0.1, -0.5, 0.0], [0.0, 0.0, 0.4], [-0.7, -0.7, -0.6], [0.2, -0.1, 0.8], [0.9, 0.0, 0.5], [0.8, 0.1, 0.1], [-0.4, -0.5, 0.1], [1.2, -1.0, 2.0], [-0.2, 1.1, -1.2], [-0.9, -0.4, -1.1], [-1.9, -1.3, 0.1], [0.3, 0.8, -1.0], [0.7, 0.1, 0.2], [0.6, 0.7, -1.5], [-1.0, 1.3, -0.7], [-0.2, -0.3, 1.3], [-0.4, 2.5, 2.6], [-0.1, -0.7, -0.5], [-0.2, 0.0, -0.5], [-0.2, 0.1, 0.0], [-0.2, -0.1, -0.6], [1.3, 1.3, 0.1], [-0.1, -0.4, 1.6], [-0.6, -0.1, 0.3], [0.3, -0.4, -0.2], [0.3, -0.3, 0.8], [-0.8, 0.4, 0.7], [0.1, -0.4, -0.4], [0.2, -1.0, 0.4], [1.0, -0.4, 0.1], [0.3, 0.7, -2.0], [1.0, -1.7, 0.2], [-0.3, -1.0, -1.2], [1.1, 0.0, 0.1], [0.0, -0.2, 0.5], [-0.8, 0.9, -0.1], [0.3, -0.2, 0.0], [0.0, 1.3, -0.6], [1.0, 0.3, -2.4], [0.5, 0.4, 0.3], [-1.1, 3.0, -1.1], [-2.1, -1.7, -0.2], [0.1, -0.8, 0.3], [-0.4, 0.3, 0.2], [0.3, -0.9, 1.1], [0.0, -0.6, -0.5], [1.5, 0.0, 0.2], [-0.4, 0.1, 0.5], [-1.2, -0.8, 1.7], [-0.3, -0.4, -0.6], [0.4, -0.3, 0.6], [0.4, -1.1, -0.1], [1.1, 0.4, 0.0], [0.2, -0.2, -0.6], [0.9, 0.3, 0.0], [-0.4, 0.9, -0.2], [-0.8, 0.3, 1.3], [-0.1, 0.1, -0.1]]}